This record from OMol25 describes the molecule C5H9OP in a non-equilibrium geometry. The level of theory is the ωB97M-V functional and the def2-TZVPD basis.

Positions of all 16 atoms, in Å:
C -0.63 0.00 1.53
C -0.94 -0.30 0.11
C 0.48 1.12 1.55
C 0.27 -0.21 -0.75
C 0.51 -1.02 -2.01
O 0.44 1.51 -1.12
P 1.50 0.92 -0.04
H -1.43 0.30 2.21
H -0.10 -0.90 1.79
H -1.58 -1.20 -0.03
H -1.61 0.57 -0.43
H 0.08 2.07 1.79
H 1.23 0.83 2.34
H 0.97 -2.00 -1.61
H 1.23 -0.45 -2.68
H -0.42 -1.24 -2.65

## Properties
Energy, Ha: -612.4375
Lowest unoccupied orbital energy, eV: 1.03
Max |F|, eV/Å: 5.0
SMILES string: C[C@@]12CCCP1O2
Energy above the lowest of the compared OMol25 structures with the same formula, charge and spin, eV: 1.616